No. 1
{"formula": "C8H6AlCl2GdN2O3", "method": "ωB97M-V/def2-TZVPD", "multiplicity": 8, "relative_energy_kcal_mol": 43.3, "energy_ev": -69946.7364, "homo_lumo_gap_ev": [4.20, 3.45], "molar_mass_g_mol": 433.28, "total_charge": 4, "homo_energy_ev": [-21.14, -20.39], "elements": ["Al", "Gd", "Cl", "Cl", "C", "C", "C", "O", "O", "O", "N", "C", "C", "C", "N", "C", "C", "H", "H", "H", "H", "H", "H"], "coordinates": [[-4.5895, -0.1156, -2.2964], [-0.4337, 2.0396, 0.4952], [-2.8595, -1.3156, -2.4016], [-2.8632, 2.0676, 1.2178], [-0.7635, 0.9330, 3.1083], [-4.4975, 1.8645, -2.6689], [-6.0291, -0.2151, -0.9638], [-1.0317, 0.3004, 4.0347], [-4.3762, 3.0059, -2.9009], [-6.7813, -0.3613, -0.0588], [4.5555, -1.3971, 0.0159], [3.2654, -0.9095, 0.1143], [2.9493, 0.2734, -0.5883], [1.6435, 0.8114, -0.4169], [0.7730, 0.1821, 0.4759], [1.0641, -0.9943, 1.1129], [2.2970, -1.5772, 0.9280], [5.2497, -0.8901, -0.5360], [4.7795, -2.2351, 0.5537], [3.6366, 0.7914, -1.2539], [1.2599, 1.6704, -1.0476], [0.2230, -1.4076, 1.6926], [2.5286, -2.5212, 1.3841]], "mulliken_charge": [0.45, 1.78, 0.10, -0.39, 0.12, 0.64, 0.67, -0.02, 0.03, 0.06, -0.38, 1.23, -0.60, -0.26, -0.44, -0.48, -0.65, 0.26, 0.26, 0.40, 0.30, 0.48, 0.42]}

=====

No. 2
{"formula": "C24H24FGaN8O5", "method": "ωB97M-V/def2-TZVPD", "multiplicity": 1, "energy_ev": -102518.5103, "homo_lumo_gap_ev": 8.70, "molar_mass_g_mol": 593.23, "total_charge": 2, "homo_energy_ev": -13.97, "elements": ["Ga", "F", "C", "C", "C", "C", "O", "C", "C", "N", "C", "C", "C", "C", "C", "C", "N", "C", "C", "N", "C", "C", "C", "O", "O", "H", "H", "H", "H", "H", "H", "H", "H", "H", "H", "H", "H", "H", "H", "H", "H", "H", "H", "N", "C", "N", "C", "N", "C", "C", "N", "C", "C", "N", "H", "H", "H", "H", "H", "O", "C", "O", "H"], "coordinates": [[-1.3068, 3.3513, -1.7172], [-1.1092, -3.4022, -1.2705], [-0.5958, -2.4998, -0.4330], [-0.6693, -1.1893, -0.7384], [-0.1664, -0.2368, 0.1491], [-0.2990, 1.1958, -0.1414], [-0.8734, 1.5163, -1.2128], [0.3439, 2.0688, 0.7460], [0.9297, 1.5771, 1.8903], [1.0215, 0.2677, 2.1886], [1.4976, -0.1807, 3.4680], [2.7433, 0.4450, 4.0055], [2.7669, -0.9368, 3.4795], [0.3990, -0.6324, 1.3433], [0.4273, -2.0066, 1.6677], [-0.0900, -2.9488, 0.8097], [-0.0953, -4.3293, 1.1768], [-1.0893, -5.2921, 0.7321], [-1.1136, -6.5067, 1.6715], [-0.5874, -6.0308, 2.9846], [0.8593, -5.7006, 2.9620], [1.1303, -4.9959, 1.6060], [0.3910, 3.5722, 0.6269], [0.9471, 4.2740, 1.4298], [-0.1529, 4.0585, -0.4776], [-1.1021, -0.8266, -1.6413], [1.3099, 2.3161, 2.5391], [0.7278, -0.4704, 4.1826], [2.7953, 0.6929, 5.0473], [3.2377, 1.1876, 3.3470], [2.8853, -1.7746, 4.1998], [3.2955, -1.0823, 2.5600], [0.8275, -2.3024, 2.6232], [-0.8973, -5.6873, -0.2597], [-2.0741, -4.7877, 0.7356], [-0.5554, -7.3291, 1.2529], [-2.1507, -6.8450, 1.7367], [-0.8238, -6.7532, 3.6664], [-1.1087, -5.1801, 3.1951], [1.4245, -6.6453, 3.0476], [0.9758, -5.1208, 3.8834], [1.4704, -5.7192, 0.8585], [1.9570, -4.2604, 1.7169], [-1.8024, 7.2038, -3.2232], [-2.2017, 6.2845, -2.3351], [-1.5830, 5.1485, -2.6115], [-0.7696, 5.4392, -3.6280], [-0.8801, 6.6843, -4.0490], [0.1474, 4.4071, -4.1287], [1.0401, 4.5484, -5.1859], [1.7845, 3.4986, -5.5723], [1.6105, 2.3596, -4.9253], [0.6986, 2.2403, -3.8775], [0.0233, 3.2843, -3.4574], [-2.0990, 8.1740, -3.2975], [-2.9662, 6.3559, -1.5999], [1.1844, 5.4826, -5.6702], [2.1194, 1.4800, -5.2907], [0.5843, 1.2755, -3.3876], [-2.9499, 2.4709, -2.8338], [-3.6501, 2.8274, -1.8522], [-3.0801, 3.3917, -0.8696], [-4.7133, 2.5935, -1.8423]], "mulliken_charge": [1.61, -0.32, -0.12, -0.35, 0.75, 1.11, -0.93, 0.07, -0.70, 0.33, -0.34, -0.93, -0.31, -0.58, -0.57, -1.25, 0.25, -0.62, -0.79, -0.10, -0.71, -0.66, 0.39, -0.67, -0.41, 0.84, 0.82, 0.44, 0.29, 0.28, 0.28, 0.21, 0.79, 0.36, 0.50, 0.39, 0.36, 0.35, 0.39, 0.36, 0.40, 0.35, 0.47, 0.09, -0.22, -0.13, 0.20, -0.68, 0.78, -0.42, -0.52, -0.37, -0.03, -0.03, 0.22, 0.54, 0.50, 0.39, 0.34, -0.60, -0.01, -0.54, 0.48]}

=====

No. 3
{"formula": "C3H10NOS", "method": "ωB97M-V/def2-TZVPD", "multiplicity": 1, "relative_energy_kcal_mol": 36.7, "energy_ev": -17637.8649, "homo_lumo_gap_ev": 8.95, "molar_mass_g_mol": 108.19, "total_charge": 1, "homo_energy_ev": -13.13, "elements": ["C", "C", "S", "N", "H", "H", "H", "H", "H", "H", "H", "H", "O", "C", "H", "H"], "coordinates": [[0.5230, 0.0347, -0.0223], [0.6746, -1.1085, 0.9591], [-0.8210, -2.1418, 0.7821], [1.8485, 0.7948, -0.1273], [-0.2009, 0.7443, 0.3675], [0.2673, -0.2370, -1.0433], [0.7148, -0.7201, 1.9731], [1.5492, -1.7216, 0.7389], [-0.8543, -2.5759, 2.0472], [1.7268, 1.7304, -0.5145], [2.5235, 0.2669, -0.6856], [2.2822, 0.8504, 0.7983], [-3.6249, 1.3482, -1.7362], [-2.5592, 1.0211, -1.3194], [-1.7305, 1.7472, -1.1521], [-2.3192, -0.0330, -1.0655]], "mulliken_charge": [-0.66, -0.67, -0.20, -0.28, 0.24, 0.46, 0.45, 0.39, 0.18, 0.35, 0.36, 0.37, -0.35, 0.16, 0.10, 0.12]}